[1]
Molecular formula: C3H5NO3
Method: DFT, the ωB97M-V functional and the def2-TZVPD basis

Results
HOMO-LUMO gap (spin up / spin down): 0.2557 / 0.2395 Eh
spin multiplicity: 3
LUMO level (spin up / spin down): 0.49 / -3.55 eV
net charge: 0
<S²>: 2.013
HOMO energy (spin up / spin down): -0.2378 / -0.3700 Eh

Each line ends with the Löwdin charge.
Cartesian coordinates (Å):
1 C 0.3418 -1.7103 0.0583  0.093
2 C -0.0614 -0.4926 0.0908  -0.038
3 C -1.3311 0.1404 0.0352  -0.576
4 N -1.3734 1.4722 0.0231  0.177
5 O -2.2896 -0.6252 -0.0182  0.072
6 O 2.5102 0.2636 -0.0283  -0.011
7 O 1.1342 0.8607 0.1033  -0.121
8 H 1.3874 -2.0456 0.2435  0.103
9 H -0.4653 -2.4472 -0.0785  0.107
10 H -0.4853 1.7787 -0.0054  0.021
11 H -2.2256 2.0221 0.2449  0.152
12 H 2.8582 0.7830 -0.6688  0.021

Forces on atoms 1 to 3 (eV/Å):
C 3.6 -9.4 -0.5
C -0.6 12.1 0.9
C 0.4 -1.1 0.2



[2]
Molecular formula: C3H4ClNS
Method: DFT, the ωB97M-V functional and the def2-TZVPD basis

Results
HOMO-LUMO gap: 0.2791 Eh
spin multiplicity: 1
LUMO level: -0.42 eV
net charge: 0
SMILES string: N/C=C(\Cl)C=S
HOMO energy: -0.2945 Eh

Each line ends with the Löwdin charge.
Cartesian coordinates (Å):
1 C 0.0674 0.7171 -0.0730  -0.185
2 C -0.0049 -0.7263 -0.1118  -0.797
3 C -1.2558 -1.2331 -0.0491  -0.755
4 H 1.4093 2.3548 0.4425  0.212
5 H 2.0311 0.7124 0.0537  0.014
6 H -0.8832 1.3133 -0.1611  0.100
7 H -1.3759 -2.3643 -0.0848  0.070
8 N 1.2634 1.3110 -0.0568  0.056
9 S -2.6974 -0.4593 0.0236  0.590
10 Cl 1.4461 -1.6256 0.0167  0.696

Forces on atoms 1 to 3 (eV/Å):
C 0.2 -2.1 -0.5
C 1.2 5.0 0.2
C -2.8 -3.5 -0.3



[3]
Molecular formula: C11H22NO5PS2
Method: DFT, the ωB97M-V functional and the def2-TZVPD basis

Results
HOMO-LUMO gap: 0.3486 Eh
spin multiplicity: 1
LUMO level: 0.07 eV
net charge: 0
HOMO energy: -0.3461 Eh

Each line ends with the Löwdin charge.
Cartesian coordinates (Å):
1 C 2.3115 1.9645 -4.7018  -0.022
2 C 1.3658 1.9986 -3.4695  -0.465
3 H 0.3954 1.7723 -3.6768  0.034
4 H 1.4990 3.0365 -3.1302  0.118
5 O 1.7402 1.0177 -2.7443  -0.288
6 P 0.8522 0.8253 -1.4282  0.239
7 S -0.9895 0.4584 -1.9221  0.385
8 O 1.7412 -0.5485 -0.7706  -0.309
9 C 3.1270 -0.3891 -0.3476  -0.275
10 C 3.1824 -1.1458 0.9917  -0.054
11 H 4.4618 -1.0485 1.4170  0.171
12 H 3.1515 -2.2291 0.7567  0.068
13 H 2.4396 -0.8014 1.6200  -0.005
14 H 3.7463 -0.7072 -1.0038  0.045
15 H 3.3065 0.6272 -0.1919  0.070
16 S 1.0853 2.5861 -0.1001  0.695
17 C -0.5764 2.1855 0.8272  -0.332
18 C -0.3704 0.8483 1.5180  -0.436
19 O 0.6873 0.2663 2.2255  -0.099
20 N -1.4307 0.1398 1.4753  0.120
21 H -2.1294 0.2864 0.6620  0.158
22 C -1.5119 -1.1627 1.9431  -0.361
23 C -2.9854 -1.7463 1.7235  -0.669
24 O -3.5268 -2.5711 2.2140  0.209
25 O -3.5541 -1.2411 0.7247  0.104
26 H -4.6384 -1.4191 0.6441  0.253
27 C -1.4952 -1.3829 3.2844  -0.076
28 H -1.7720 -0.7103 4.0052  0.084
29 H -1.6658 -2.2375 3.7495  0.056
30 H -0.3404 -1.2328 3.5961  0.160
31 C -0.6330 -2.3390 1.0952  -0.085
32 C -0.6927 -3.8033 1.4127  -0.029
33 H -1.7074 -4.1190 1.6464  0.088
34 H -0.3070 -3.7944 2.3811  0.067
35 H -0.1944 -4.2861 0.7358  0.030
36 H -0.9135 -2.2410 0.1696  0.049
37 H 0.3002 -2.0170 1.0404  0.046
38 H -1.3044 2.4480 0.3626  -0.050
39 H -0.3868 2.9124 1.6572  0.103
40 H 3.5487 2.1915 -4.4569  0.165
41 H 1.9338 2.7539 -5.4439  0.106
42 H 2.3584 1.1706 -5.1106  -0.070

Forces on atoms 1 to 3 (eV/Å):
C 1.5 12.1 4.4
C 2.4 5.2 -5.8
H -3.1 0.5 -1.7



[4]
Molecular formula: C2HBrI2
Method: DFT, the ωB97M-V functional and the def2-TZVPD basis

Results
HOMO-LUMO gap (spin up / spin down): 0.2489 / 0.2403 Eh
spin multiplicity: 1
LUMO level (spin up / spin down): -1.53 / -1.74 eV
net charge: 0
HOMO energy (spin up / spin down): -0.3051 / -0.3043 Eh

Each line ends with the Löwdin charge.
Cartesian coordinates (Å):
1 C 0.2719 -0.8839 0.8154  -0.601
2 C -0.2775 1.1501 -0.6972  -1.294
3 Br -1.1508 -1.4558 1.7754  0.631
4 I 1.5858 1.6896 -1.4919  0.604
5 I -1.6914 0.3485 -1.9459  0.655
6 H 1.2620 -0.8486 1.5442  0.006

Forces on atoms 1 to 3 (eV/Å):
C 2.5 0.8 0.5
C 0.6 -0.5 1.1
Br -0.3 -0.1 0.4



[5]
Molecular formula: C4H5F3N2
Method: DFT, the ωB97M-V functional and the def2-TZVPD basis

Results
HOMO-LUMO gap: 0.3911 Eh
spin multiplicity: 1
LUMO level: 0.07 eV
net charge: 0
HOMO energy: -0.3884 Eh

Each line ends with the Löwdin charge.
Cartesian coordinates (Å):
1 C 0.7576 0.4194 0.2749  -0.282
2 C -2.0303 0.2672 -0.1766  -0.147
3 C -0.7642 -0.3272 -0.6658  -0.100
4 C 1.9151 -0.5587 0.2716  -0.525
5 N 0.3167 1.2513 1.4039  0.182
6 N 0.9238 1.7776 0.4900  0.137
7 F 1.8016 -1.7481 0.9903  0.095
8 F 2.1224 -0.8914 -1.0323  0.121
9 F 3.0337 0.0203 0.7813  0.119
10 H -2.0660 1.3217 -0.3875  0.065
11 H -2.0271 -0.0473 0.9018  0.098
12 H -2.8825 -0.0130 -0.8083  0.082
13 H -0.5744 -0.1549 -1.7148  0.083
14 H -0.5264 -1.3168 -0.3285  0.072

Forces on atoms 1 to 3 (eV/Å):
C -4.3 -3.9 -1.4
C 0.3 -0.5 0.7
C 3.9 1.8 0.9



[6]
Molecular formula: C6H11N2O
Method: DFT, the ωB97M-V functional and the def2-TZVPD basis

Results
HOMO-LUMO gap (spin up / spin down): 0.2723 / 0.2724 Eh
spin multiplicity: 1
LUMO level (spin up / spin down): -5.46 / -5.46 eV
net charge: +1
HOMO energy (spin up / spin down): -0.4731 / -0.4731 Eh

Each line ends with the Löwdin charge.
Cartesian coordinates (Å):
1 C -2.6399 0.9691 -0.4467  -0.153
2 C 0.2041 1.3060 0.2709  0.125
3 C -1.5548 0.0755 -0.2429  -0.086
4 C 1.7505 0.3339 -1.3381  -0.033
5 C 2.4091 0.6245 1.0062  0.009
6 C -2.5727 -1.9350 0.5060  -0.039
7 N -3.2654 1.8935 -0.7388  0.244
8 N 1.2909 0.3949 0.0109  -0.326
9 O -1.5093 -1.0870 0.1821  -0.014
10 H 0.0413 2.0115 -0.5644  0.053
11 H 1.8670 1.3311 -1.6545  0.094
12 H 2.7710 -0.0995 -1.4055  0.124
13 H 1.1271 -0.1549 -2.0340  0.099
14 H 1.9302 0.4456 2.0604  0.136
15 H 3.0224 -0.3246 1.0173  0.128
16 H 2.7586 1.6601 1.0229  0.114
17 H -2.4095 -3.0222 0.1227  0.144
18 H -3.7121 -1.8236 0.3828  0.148
19 H -2.4640 -2.0894 1.5635  0.095
20 H 0.9555 -0.5096 0.2792  0.140

Forces on atoms 1 to 3 (eV/Å):
C -0.2 -0.5 -0.2
C -4.0 -0.7 -0.1
C 3.3 3.8 0.7